5 unconnected molecules or ions with the total composition C6H20NO5 in a non-equilibrium geometry, computed with ωB97M-V with the def2-TZVPD basis set.

```
32
C6H20NO5 ωB97M-V with the def2-TZVPD basis set
H -1.17 -3.06 0.35
H -1.70 -0.42 -1.00
H -0.57 0.68 -1.11
H 2.11 3.41 0.38
C -0.75 0.15 2.78
H -0.39 0.57 3.73
N -0.30 0.82 1.53
O 1.48 -1.31 0.02
O -0.67 -3.92 0.31
H -0.58 2.79 -1.12
H -1.27 -1.28 -3.24
O -0.86 -0.58 -3.75
H -0.28 -3.74 -0.56
H 1.36 -1.28 2.14
O -2.03 -1.47 -0.08
O -1.44 0.50 -1.48
C 1.29 2.85 -0.11
H -0.86 0.47 0.76
H 2.83 -0.69 1.21
C 1.13 0.74 1.24
H 0.55 -1.59 -0.06
H 0.84 0.83 -0.70
H -1.15 0.18 -3.15
C 1.62 1.39 -0.14
C 0.27 3.35 -0.78
H -0.38 -0.87 2.78
H 2.57 0.98 -0.42
H 0.24 4.42 -1.03
H -2.93 -1.78 -0.25
H -1.82 0.30 2.68
C 1.73 -0.70 1.29
H 1.65 1.32 2.04
```

Properties
F_max, eV/Å: 5.170
Lowest unoccupied orbital energy, eV: 3.47
Net charge: -1
Energy above the lowest of the compared OMol25 structures with the same formula, charge and spin, kJ/mol: 204.6
HOMO-LUMO gap, eV: 8.785
Multiplicity: 1
E_HOMO, eV: -5.32
Calculated total energy, a.u.: -671.53610
M, g mol⁻¹: 186.228